# C19H16InN6O3S4Sb

C19H16InN6O3S4Sb as an isolated structure at a distorted geometry (ωB97M-V/def2-TZVPD, the OMol25 dataset).

Atoms and positions in Å:
S: -2.50048 -2.05726 -2.15228
S: -0.32756 2.54386 -2.85319
C: 3.00479 -1.74046 -4.06700
C: -0.72407 3.75936 5.30218
H: 6.10592 1.73013 -4.77029
H: 7.10959 0.39199 -4.94182
O: -0.67343 1.63907 1.73795
H: -1.77979 -2.75223 3.29900
C: -0.90356 0.17735 4.19934
Sb: -0.80053 -0.97536 -3.15078
S: -0.20965 1.04413 -1.57958
C: -0.61016 3.69398 2.88800
C: 3.86020 0.46275 -4.47496
H: 4.40065 -3.34803 -4.19519
H: 6.30191 -1.86476 -4.80474
H: -0.55111 5.48909 4.03218
C: -0.81355 2.38163 5.31342
H: -0.92996 1.86286 6.26126
H: 3.77277 -0.77355 1.88828
H: 4.81050 -1.85148 -0.15839
C: -0.80863 1.63303 4.13132
C: 3.74496 -1.64730 -0.09119
S: 1.69418 -2.80517 -3.53182
N: -0.35988 -0.56063 5.20847
C: -1.36096 -1.91004 3.82826
H: 1.28412 -0.41166 1.80222
C: -0.64782 -1.89136 4.98467
H: -0.31840 -2.67449 5.64693
N: 6.18781 0.77216 -5.06468
C: 4.25981 -2.27931 -4.29866
C: 3.18555 -1.06315 1.02774
C: 2.80276 -0.37143 -4.16236
H: 3.69745 1.53472 -4.52372
C: 1.81932 -0.86678 0.97170
N: 1.07866 -1.20662 -0.08200
C: -0.71025 2.27640 2.86034
C: -0.61962 4.40663 4.06589
H: -0.75045 4.32498 6.22473
C: 5.31527 -1.44750 -4.62694
O: 2.25210 -4.08213 -3.19204
C: 1.71554 -1.74033 -1.13965
N: 3.03296 -1.98717 -1.15706
H: -0.53186 4.19572 1.92990
H: 1.82524 0.06633 -3.98772
O: 0.67841 -2.78561 -4.56561
In: -1.79837 -0.07988 0.76052
N: 0.94589 -2.07962 -2.25549
H: 0.19012 -0.19166 5.96158
C: 5.13138 -0.06490 -4.70826
N: -1.51919 -0.62460 3.35105

For the strongest force on any atom, the calculation gives 1.00 eV/A. As for the gap between HOMO and LUMO (spin up / spin down): 6.68 / 5.59 eV. For the energy above the lowest of the compared OMol25 structures with the same formula, charge and spin, the calculation gives 0.0 kcal/mol. The total charge is -1. The calculation puts the lowest unoccupied orbital energy (spin up / spin down) at 2.41 / 1.38 eV. Its multiplicity is 2. As for the calculated total energy: -3311.18777 a.u.